Computed, not measured: C5H10NO2 as an isolated structure in a non-equilibrium geometry, with ωB97M-V/def2-TZVPD.

Calculated values
calculated total energy = -10931.0377 eV
strongest force on any atom = 2.36 eV/Å
HOMO-LUMO gap = 7.26 eV
ΔE to the lowest compared entry with this formula, charge and spin = 74.4 kcal per mole

Structure (ORCA input):
```
! RIJCOSX wB97M-V def2-TZVPD def2/J DEFGRID3
* xyz -1 1
C -0.678 -1.134 1.205
C 0.455 -0.872 0.203
C 0.700 0.692 0.014
C 1.015 1.581 1.130
O 2.129 1.973 1.413
N 0.118 -1.571 -1.027
C -1.546 -0.881 -1.616
O -1.841 0.308 -1.348
H -1.511 -0.497 0.899
H -0.982 -2.181 1.151
H -0.455 -0.842 2.236
H 1.351 -1.288 0.685
H -0.265 0.814 -0.497
H 1.469 0.760 -0.766
H 0.161 1.966 1.724
H 0.816 -1.197 -1.681
H -2.071 -1.698 -1.090
H -1.325 -1.203 -2.649
*
```

Löwdin population analysis, charges in e, atoms 1 to 8:
1. C -0.10
2. C -0.49
3. C -0.14
4. C -0.30
5. O -0.01
6. N -0.06
7. C -0.43
8. O -0.23

Computed, not measured: C5H10NO2 as an isolated structure in a non-equilibrium geometry, with ωB97M-V/def2-TZVPD.

Calculated values
calculated total energy = -10929.7374 eV
strongest force on any atom = 2.08 eV/Å
HOMO-LUMO gap = 8.04 eV
ΔE to the lowest compared entry with this formula, charge and spin = 104.4 kcal per mole

Structure (ORCA input):
```
! RIJCOSX wB97M-V def2-TZVPD def2/J DEFGRID3
* xyz -1 1
O 0.838 -2.696 -1.245
C -0.087 -1.873 -1.188
O -1.321 -2.086 -1.059
C 0.310 -0.378 -1.266
C -0.804 0.587 -0.867
C -0.909 0.678 0.667
C 0.160 1.620 1.208
N 1.181 1.384 1.963
H 1.204 -0.249 -0.629
H 0.645 -0.162 -2.283
H -0.593 1.589 -1.263
H -1.725 0.204 -1.299
H -0.910 -0.317 1.106
H -1.834 1.181 0.983
H 1.538 -1.470 1.429
H -0.140 2.679 0.971
H 1.120 -1.812 1.936
H 1.325 1.121 0.837
*
```

Löwdin population analysis, charges in e, atoms 1 to 8:
1. O -0.09
2. C -0.77
3. O -0.09
4. C -0.16
5. C -0.23
6. C -0.19
7. C -0.36
8. N 0.03

Computed, not measured: an isolated ion of composition C5H10NO2 and charge -1 in a non-equilibrium geometry, with ωB97M-V/def2-TZVPD.

Calculated values
calculated total energy = -10930.8528 eV
strongest force on any atom = 3.80 eV/Å
HOMO-LUMO gap = 6.07 eV
ΔE to the lowest compared entry with this formula, charge and spin = 78.7 kcal per mole

Structure (ORCA input):
```
! RIJCOSX wB97M-V def2-TZVPD def2/J DEFGRID3
* xyz -1 1
C -0.344 1.684 0.500
C -0.309 0.106 0.178
C 1.043 -0.304 -0.323
C 1.173 -0.106 -2.008
O 2.424 -0.278 -2.375
N -0.768 -0.515 1.422
C -1.371 -1.736 1.348
O -1.729 -2.239 2.408
H -0.660 1.896 1.541
H 0.580 2.129 0.263
H -1.297 2.250 -0.085
H -1.072 0.127 -0.570
H 1.294 -1.372 -0.349
H 1.924 0.251 -0.028
H 0.374 -0.747 -2.402
H 0.897 0.955 -2.094
H -0.467 -0.123 2.282
H -1.693 -1.979 0.291
*
```

Löwdin population analysis, charges in e, atoms 1 to 8:
1. C -0.06
2. C -0.40
3. C -0.16
4. C -0.54
5. O -0.35
6. N 0.03
7. C -0.35
8. O -0.05

Computed, not measured: an isolated ion of composition C5H10NO2 and charge -1 in a non-equilibrium geometry, with ωB97M-V/def2-TZVPD.

Calculated values
calculated total energy = -10932.0745 eV
strongest force on any atom = 2.09 eV/Å
HOMO-LUMO gap = 6.36 eV
ΔE to the lowest compared entry with this formula, charge and spin = 50.5 kcal per mole

Structure (ORCA input):
```
! RIJCOSX wB97M-V def2-TZVPD def2/J DEFGRID3
* xyz -1 1
C -0.368 1.863 -1.514
C 0.695 0.828 -1.175
O 1.773 0.909 -1.783
N 0.427 -0.102 -0.251
C 1.411 -1.156 -0.059
C -0.864 -0.273 0.443
C -0.780 -0.807 1.931
O -1.901 -0.494 2.604
H -1.237 1.313 -1.893
H -0.778 2.244 -0.571
H -0.061 2.617 -2.219
H 2.071 -0.970 0.779
H 2.037 -1.177 -0.949
H 0.877 -2.099 -0.026
H -1.422 0.653 0.524
H -1.372 -1.090 -0.086
H 0.124 -0.351 2.425
H -0.632 -1.910 1.823
*
```

Löwdin population analysis, charges in e, atoms 1 to 8:
1. C -0.01
2. C -0.53
3. O -0.03
4. N -0.11
5. C -0.05
6. C -0.16
7. C -0.54
8. O -0.38

Computed, not measured: an isolated ion of composition C5H10NO2 and charge +1 in a non-equilibrium geometry, with ωB97M-V/def2-TZVPD.

Calculated values
calculated total energy = -10923.4451 eV
strongest force on any atom = 6.02 eV/Å
HOMO-LUMO gap = 10.57 eV
ΔE to the lowest compared entry with this formula, charge and spin = 60.1 kcal per mole

Structure (ORCA input):
```
! RIJCOSX wB97M-V def2-TZVPD def2/J DEFGRID3
* xyz 1 1
N -0.484 -0.771 -1.211
C 0.008 -0.794 0.295
C -0.718 -1.683 1.200
O -1.480 -2.469 0.774
C -0.248 0.681 0.869
C 0.909 1.666 0.661
C 1.350 1.842 -0.761
O 0.678 1.343 -1.667
H -0.334 0.388 -1.471
H -1.476 -1.058 -1.100
H 0.099 -1.325 -1.733
H 1.044 -1.076 0.378
H -0.411 -1.432 2.327
H -1.114 1.261 0.419
H -0.304 0.684 2.005
H 0.593 2.637 1.196
H 1.791 1.418 1.263
H 2.112 2.636 -1.248
*
```

Löwdin population analysis, charges in e, atoms 1 to 8:
1. N 0.20
2. C -0.20
3. C -0.27
4. O 0.14
5. C -0.13
6. C -0.17
7. C -0.12
8. O 0.02

Computed, not measured: an isolated ion of composition C5H10NO2 and charge +1 in a non-equilibrium geometry, with ωB97M-V/def2-TZVPD.

Calculated values
calculated total energy = -10923.6331 eV
strongest force on any atom = 5.45 eV/Å
HOMO-LUMO gap = 8.79 eV
ΔE to the lowest compared entry with this formula, charge and spin = 55.8 kcal per mole

Structure (ORCA input):
```
! RIJCOSX wB97M-V def2-TZVPD def2/J DEFGRID3
* xyz 1 1
C 0.058 0.054 2.733
N 0.613 -0.418 1.634
C 1.128 0.731 0.607
C 0.253 1.018 -0.537
C -0.965 0.144 -0.979
C -0.493 -1.152 -1.593
O 0.405 -1.899 -1.274
O -1.163 -1.327 -2.807
H -0.190 -0.643 3.573
H -0.066 1.131 2.861
H 0.401 -1.375 1.343
H 1.189 1.525 1.404
H 2.096 0.411 0.221
H 0.989 1.180 -1.440
H 0.029 2.156 -0.605
H -1.497 -0.169 -0.038
H -1.651 0.731 -1.739
H -1.135 -2.097 -3.363
*
```

Löwdin population analysis, charges in e, atoms 1 to 8:
1. C 0.18
2. N 0.09
3. C -0.09
4. C -0.21
5. C -0.08
6. C -0.48
7. O 0.10
8. O 0.09